The following is a quantum chemistry calculation of C36H28AgI2N6O3P2SSe2 as an isolated structure, from OMol25.

Relative energy (zero: lowest compared OMol25 entry of this formula, charge and spin): 0.000 eV
Electronic energy: -233179.6351 eV
Maximum force: 0.27 eV Å⁻¹
LUMO level: 0.83 eV
Frontier orbital gap: 6.602 eV

Structure (ORCA input):
```
! wB97M-V def2-TZVPD RIJCOSX def2/J DEFGRID3
* xyz -1 1
Ag 0.3188 -2.9062 3.2059
Se 2.9369 1.6685 -1.2440
P 1.3225 2.1324 0.0316
C -0.2711 2.2635 -0.8293
C -1.4634 1.7700 -0.2993
C -2.6470 1.8676 -1.0253
C -2.6434 2.4543 -2.2830
C -1.4568 2.9565 -2.8104
C -0.2733 2.8607 -2.0898
C 1.5660 3.7117 0.8931
C 0.5915 4.7008 0.9125
C 0.8221 5.8855 1.6018
C 2.0175 6.0774 2.2756
C 2.9923 5.0860 2.2590
C 2.7698 3.9087 1.5658
C 1.0510 0.9686 1.3685
C 1.3669 -0.3757 1.5759
N 0.7454 -0.7232 2.7173
N 0.0996 0.3292 3.1977
N 0.2701 1.3576 2.3995
P 2.2715 -1.6186 0.6472
Se 2.2653 -3.5819 1.5580
C 1.5056 -1.6842 -0.9862
C 2.0946 -2.3395 -2.0644
C 1.4647 -2.3449 -3.2979
C 0.2378 -1.7097 -3.4633
C -0.3744 -1.1010 -2.3788
C 0.2503 -1.1050 -1.1412
C 3.9909 -1.0386 0.6269
C 4.4438 -0.4747 1.8179
C 5.7515 -0.0300 1.9280
C 6.6197 -0.1530 0.8524
C 6.1740 -0.7263 -0.3295
C 4.8652 -1.1694 -0.4432
H -1.4757 1.3311 0.6918
H -3.5824 1.4931 -0.6234
H -3.5701 2.5190 -2.8448
H -1.4523 3.4149 -3.7916
H 0.6584 3.2159 -2.5140
H -0.3502 4.5474 0.4014
H 0.0593 6.6538 1.6142
H 2.1931 6.9997 2.8165
H 3.9279 5.2345 2.7840
H 3.5329 3.1391 1.5300
H 3.0305 -2.8723 -1.9498
H 1.9376 -2.8433 -4.1349
H -0.2430 -1.6961 -4.4337
H -1.3336 -0.6062 -2.4903
H -0.2380 -0.6216 -0.3051
H 3.7677 -0.3696 2.6577
H 6.0885 0.4184 2.8547
H 7.6390 0.2041 0.9327
H 6.8414 -0.8152 -1.1775
H 4.5321 -1.5737 -1.3883
I 1.7887 -2.7603 6.1307
C 0.0590 -3.7460 6.8475
I -1.4070 -3.9850 5.3213
H -0.3768 -3.1574 7.6432
H 0.3405 -4.7297 7.1968
O -6.3435 1.7151 -3.6398
S -6.5119 0.8918 -2.4578
O -6.0138 1.4928 -1.2323
O -7.7935 0.2223 -2.3379
C -5.3732 -0.5057 -2.7391
N -5.2964 -1.0197 -3.9691
C -4.4376 -2.0142 -4.1329
C -3.6457 -2.5125 -3.1065
C -3.8228 -1.9263 -1.8625
N -4.6863 -0.9317 -1.6894
C -3.0478 -2.3085 -0.6542
C -3.1287 -1.5040 0.4783
C -2.3663 -1.8220 1.5831
N -1.5470 -2.8737 1.6247
C -1.4739 -3.6533 0.5447
C -2.2056 -3.4158 -0.6051
H -4.3669 -2.4308 -5.1337
H -2.9316 -3.3035 -3.2881
H -3.7851 -0.6441 0.4768
H -2.3889 -1.1972 2.4702
H -0.7789 -4.4833 0.5987
H -2.0980 -4.0872 -1.4465
*
```

Mulliken atomic charge list, values in e, 2 entries: Ag 0.662; Se -0.252

---

The following is a quantum chemistry calculation of C36H28N5O9S3Y as an isolated structure, from OMol25.

Relative energy (zero: lowest compared OMol25 entry of this formula, charge and spin): 1.315 eV
Electronic energy: -97218.6167 eV
Maximum force: 2.49 eV Å⁻¹
LUMO level: 4.17 eV
Frontier orbital gap: 6.366 eV

Structure (ORCA input):
```
! wB97M-V def2-TZVPD RIJCOSX def2/J DEFGRID3
* xyz -2 1
Y 0.4561 -0.0982 0.2524
C 2.2025 -4.1437 -0.5339
O 3.5486 -3.7440 -1.0021
C 3.6322 -2.6359 -1.7740
C 4.2870 -2.6958 -2.9977
C 4.5642 -1.4998 -3.7416
C 4.0974 -0.3364 -3.2621
C 3.3969 -0.2609 -2.0494
C 3.1089 1.0615 -1.5448
N 2.3112 1.2495 -0.5791
N 2.5779 2.4388 0.0793
C 2.1580 2.3168 1.3028
O 1.5888 1.3013 1.8401
C 2.5267 3.4157 2.2926
C 1.7041 3.6964 3.3395
C 2.0232 4.6991 4.2278
C 3.2419 5.3235 4.1349
C 4.1220 4.9979 3.1091
C 3.7476 4.0562 2.1886
C 2.9909 -1.4380 -1.3267
O 2.2522 -1.4275 -0.3127
H 2.1912 -5.2566 -0.4446
H 1.9197 -3.6636 0.3724
H 1.4771 -3.8667 -1.3150
H 4.5225 -3.6431 -3.4951
H 5.0266 -1.5839 -4.7245
H 4.2375 0.5655 -3.8087
H 3.8861 1.8338 -1.8653
H 0.7921 3.1290 3.4234
H 1.3015 4.8325 5.0766
H 3.5142 6.0844 4.8398
H 5.0423 5.5419 2.9884
H 4.3537 3.7651 1.2962
C 0.1301 0.9798 -4.3418
C -0.2204 -0.1758 -5.0150
C -0.4636 -1.3113 -4.2923
C -0.3405 -1.2653 -2.9026
N 0.0587 -0.1736 -2.2785
C 0.1661 0.9576 -2.9598
C -0.6807 -2.4749 -2.0222
C -1.0293 -3.7021 -2.6255
C -1.5799 -4.7143 -1.7861
C -1.6864 -4.4740 -0.4231
C -1.1680 -3.3006 0.1643
C -0.6386 -2.2513 -0.6415
H 0.1905 1.9163 -4.9777
H -0.3234 -0.2263 -6.1246
H -0.8086 -2.2624 -4.6937
H 0.5864 1.7215 -2.3711
H -0.9058 -3.8181 -3.7387
H -1.8830 -5.6702 -2.2190
H -2.1781 -5.2529 0.1680
H -1.1985 -3.2274 1.2427
O -0.9438 4.0187 -1.1742
S -1.2707 3.1092 -0.1093
O -0.9863 3.4598 1.2512
O -0.7503 1.7388 -0.3613
C -3.0519 2.9143 -0.1430
C -3.7230 4.0011 -0.6206
C -5.1037 4.1332 -0.4913
C -5.7476 3.1274 0.1622
C -5.0965 1.9904 0.6273
C -3.7477 1.8593 0.4110
S -3.1936 0.1012 0.5525
O -4.2123 -0.4951 1.4390
O -1.9042 0.0487 1.2333
O -3.1688 -0.3803 -0.8077
H -3.0791 4.7800 -0.9439
H -5.6274 5.0305 -0.7812
H -6.8074 3.2809 0.4319
H -5.6140 1.2223 1.1631
S 0.6641 -1.3756 2.8971
C -0.6444 -2.0324 3.6184
N -1.9542 -1.6932 3.3292
C -3.0151 -2.4953 3.6139
C -2.8201 -3.4439 4.5585
C -1.5023 -3.6432 5.0205
N -0.4547 -2.9944 4.5795
H -2.1163 -0.9891 2.6007
H -3.9836 -2.1374 3.2028
H -3.6315 -4.0305 4.8532
H -1.3436 -4.3950 5.7391
*
```

Mulliken atomic charge list, values in e, 2 entries: Y -0.010; C -0.406

---

The following is a quantum chemistry calculation of C36H29BF3N8O4SSbSnTe as an isolated structure, from OMol25.

Relative energy (zero: lowest compared OMol25 entry of this formula, charge and spin): 2.530 eV
Expectation value of S²: 0.76
Electronic energy: -97242.7465 eV
Maximum force: 2.36 eV Å⁻¹
LUMO level (spin up / spin down): 2.31 / 0.30 eV
Frontier orbital gap (spin up / spin down): 6.999 / 4.847 eV

Structure (ORCA input):
```
! wB97M-V def2-TZVPD RIJCOSX def2/J DEFGRID3
* xyz -1 2
Sn 0.3733 -0.0326 0.2819
C -0.1973 -3.6006 -1.5196
C -1.1621 -2.6075 -1.3484
N -1.2198 -2.2227 -0.0804
N -0.3015 -2.9361 0.5770
C 0.3243 -3.7772 -0.2613
B 0.0038 -2.9093 2.0699
N 1.4683 -2.4950 2.2250
C 2.5009 -2.9806 2.9279
C 3.5595 -2.1019 2.8049
C 3.0737 -1.0794 1.9951
N 1.8183 -1.3368 1.6619
N -0.8424 -1.8912 2.8249
C -1.3758 -2.0068 4.0546
C -1.9378 -0.7981 4.3998
C -1.6787 0.0253 3.3006
N -1.0138 -0.6485 2.3784
N -0.2717 -4.3085 2.6181
C -1.4973 -4.8595 2.7712
C -1.3329 -6.1693 3.1540
C 0.0558 -6.3376 3.1926
N 0.6748 -5.2210 2.8626
H 0.0828 -4.1203 -2.4123
H -1.8414 -2.1967 -2.0708
H 1.0794 -4.4412 0.1093
H 2.4300 -3.9219 3.4355
H 4.5411 -2.1902 3.2290
H 3.5294 -0.1732 1.6341
H -1.3343 -2.9320 4.5939
H -2.4455 -0.5513 5.3128
H -1.9335 1.0561 3.1386
H -2.3939 -4.2931 2.6099
H -2.0907 -6.8952 3.3744
H 0.6208 -7.2161 3.4376
O 1.6457 2.3365 -0.9342
S 0.8131 2.7335 0.2173
O 1.1954 1.8614 1.3362
O -0.5822 2.3162 -0.1830
O 0.8800 4.1202 0.5234
Te 2.3921 -0.2385 -1.8163
C 3.4380 -2.0967 -2.3978
C 3.5253 -3.1619 -1.5096
C 4.2630 -4.2919 -1.8089
C 4.9401 -4.3788 -3.0133
C 4.8614 -3.3292 -3.9150
C 4.1159 -2.2034 -3.6098
H 3.0095 -3.0926 -0.5651
H 4.3203 -5.1055 -1.0995
H 5.5268 -5.2566 -3.2471
H 5.3943 -3.3908 -4.8568
H 4.0645 -1.3798 -4.3095
F 0.0280 2.1806 -8.8558
C 0.0193 2.1496 -7.4982
C 0.7301 1.1627 -6.8438
C 0.6947 1.1298 -5.4588
C -0.0255 2.0709 -4.7538
C -0.7179 3.0594 -5.4308
C -0.7082 3.1054 -6.8140
Sb -0.2612 1.9470 -2.5129
C -2.4246 1.6589 -2.6303
C -3.1767 1.6064 -1.4639
C -4.4887 1.1667 -1.4865
C -5.0242 0.7624 -2.6943
F -6.2995 0.3004 -2.7295
C -4.3029 0.8067 -3.8735
C -2.9920 1.2472 -3.8288
C 0.0284 4.0461 -2.4569
C 1.3240 4.4368 -2.7629
C 1.7292 5.7405 -2.5665
C 0.7997 6.6528 -2.1043
F 1.1801 7.9458 -1.9323
C -0.5079 6.3021 -1.8402
C -0.8846 4.9771 -1.9930
H 1.2859 0.4366 -7.4134
H 1.2374 0.3660 -4.9106
H -1.2793 3.7967 -4.8710
H -1.2555 3.8560 -7.3640
H -2.7110 1.9030 -0.5366
H -5.0827 1.1146 -0.5871
H -4.7559 0.4835 -4.7990
H -2.4081 1.2713 -4.7373
H 2.0289 3.6976 -3.1222
H 2.7489 6.0429 -2.7464
H -1.2013 7.0524 -1.4909
H -1.8946 4.6764 -1.7426
*
```

Mulliken atomic charge list, values in e, 2 entries: Sn 2.048; C -1.013

---

The following is a quantum chemistry calculation of C36H29F11N9O3Re as an isolated structure, from OMol25.

Relative energy (zero: lowest compared OMol25 entry of this formula, charge and spin): 0.653 eV
Expectation value of S²: 0.76
Electronic energy: -89370.7100 eV
Maximum force: 0.52 eV Å⁻¹
LUMO level (spin up / spin down): -3.18 / -3.18 eV
Frontier orbital gap (spin up / spin down): 6.314 / 6.026 eV

Structure (ORCA input):
```
! wB97M-V def2-TZVPD RIJCOSX def2/J DEFGRID3
* xyz 1 2
Re -1.7748 0.7682 2.5468
C -4.6432 0.6057 3.4782
N -3.3401 1.1531 3.9370
C -2.9480 0.4950 5.2106
C -2.2059 -0.8373 4.9232
N -1.8582 -0.9336 3.4949
C -1.8831 -2.2070 2.9083
C -3.0175 -3.0164 2.8534
F -4.1350 -2.6393 3.4847
C -3.0640 -4.1865 2.1189
F -4.1799 -4.9061 2.0783
C -1.9563 -4.5861 1.3899
F -1.9983 -5.6875 0.6484
C -0.8123 -3.8139 1.4259
F 0.2602 -4.1739 0.7120
C -0.7772 -2.6607 2.1901
F 0.3621 -1.9574 2.1939
C -3.4282 2.6356 4.0064
C -3.4633 3.1965 2.5789
N -2.6086 2.3474 1.7418
C -2.7231 2.4851 0.3495
C -3.8703 2.1704 -0.3754
F -4.9935 1.8423 0.2657
C -3.8895 2.1518 -1.7590
F -5.0028 1.8321 -2.4095
C -2.7365 2.4451 -2.4669
F -2.7367 2.4100 -3.7970
C -1.5834 2.7788 -1.7804
F -0.4645 3.0610 -2.4555
C -1.5896 2.8096 -0.3977
F -0.4537 3.1455 0.2196
H -5.4055 0.8291 4.2287
H -4.5601 -0.4674 3.3430
H -4.9127 1.0493 2.5255
H -3.8408 0.3253 5.8154
H -2.2972 1.1805 5.7491
H -2.7936 -1.6928 5.2550
H -1.2798 -0.8348 5.5046
H -2.5415 2.9878 4.5292
H -4.3129 2.9380 4.5734
H -3.0879 4.2242 2.6041
H -4.4841 3.2373 2.1904
F 4.3410 1.5846 -0.4541
C 3.2932 0.8808 -0.8993
C 2.1594 0.7740 -0.1482
C 1.0889 0.0138 -0.6402
C -0.1484 -0.0720 0.1312
O -0.1770 0.4958 1.2571
C -1.2258 -0.7771 -0.4625
C -1.0130 -1.4087 -1.6580
N 0.1379 -1.3907 -2.3443
C 0.2243 -2.1141 -3.5972
C 1.1712 -3.2750 -3.6866
C -0.3078 -3.5138 -3.6398
C 1.2060 -0.6383 -1.8747
C 2.3777 -0.4981 -2.6314
C 3.4162 0.2672 -2.1542
N 4.6170 0.3913 -2.9223
C 5.6638 -0.5418 -2.5028
C 6.8782 -0.3454 -3.4244
N 6.3877 0.3209 -4.6774
C 5.9661 1.7402 -4.3942
C 5.1720 1.7331 -3.0801
C -2.6279 -0.9276 0.0994
O -3.4049 -1.6482 -0.5003
O -2.9138 -0.2820 1.1742
H 2.1006 1.2585 0.8155
H -1.8290 -1.9738 -2.0886
H 0.0814 -1.4877 -4.4695
H 1.7342 -3.5205 -2.7959
H 1.6909 -3.4236 -4.6231
H -0.7103 -3.9206 -2.7223
H -0.8177 -3.8204 -4.5409
H 2.4638 -0.9571 -3.6052
H 5.2782 -1.5577 -2.5820
H 5.9790 -0.3764 -1.4657
H 7.3565 -1.2835 -3.6935
H 7.6254 0.3205 -2.9977
H 5.5548 -0.1811 -4.9889
H 7.0836 0.2899 -5.4194
H 5.3769 2.0708 -5.2466
H 6.8732 2.3377 -4.3279
H 4.3664 2.4610 -3.1384
H 5.8132 2.0245 -2.2440
N -0.4297 1.6856 3.7700
C 0.6965 2.0152 3.8767
N 1.8649 2.4217 4.1053
C 2.8577 2.2403 3.2586
N 3.7390 2.1038 2.5201
*
```

Mulliken atomic charge list, values in e, 2 entries: Re 2.361; C -0.569